Here is an isolated molecule of C2H3NO2S from OMol25. Energies are from ωB97M-V/def2-TZVPD.

```
! RIJCOSX wB97M-V def2-TZVPD def2/J DEFGRID3
* xyz 0 1
C -0.36 -0.25 -1.41
C 0.53 0.77 0.67
H -0.45 -0.87 1.70
H -0.76 -1.26 -1.53
H 1.38 1.57 0.18
N -0.08 -0.24 -0.08
O -0.45 -1.43 0.74
O 0.04 0.62 1.91
S 0.15 1.10 -2.17
*
```

Results of the Mulliken charge analysis, in e, for atoms 1 through 2:
1 C 0.039
2 C 0.166

Here is an isolated molecule of C2H3NO2S from OMol25. Energies are from ωB97M-V/def2-TZVPD.

```
! RIJCOSX wB97M-V def2-TZVPD def2/J DEFGRID3
* xyz 0 1
C 1.16 0.44 0.01
C -0.05 -0.56 0.13
N -1.31 0.15 -0.08
O -1.18 1.27 -0.53
O -2.32 -0.43 0.24
S 2.75 0.17 0.10
H 0.83 1.55 -0.18
H 0.10 -1.40 -0.65
H 0.01 -1.19 0.96
*
```

Results of the Mulliken charge analysis, in e, for atoms 1 through 2:
1 C -0.128
2 C -0.424

no.,highest occupied orbital energy (eV),frontier orbital gap (eV),total energy (eV)
1,-9.40,8.17,-18538.582
2,-9.22,8.50,-18538.572